Entry 1:
Density functional theory data (ωB97M-V with the def2-TZVPD basis set) for a structure of composition C15H60BNO26.

Properties
Energy above the lowest of the compared OMol25 structures with the same formula, charge and spin: 162.9 kJ/mol
Gap between HOMO and LUMO: 0.27729 hartree
HOMO: -8.98 eV
Charge: 0
Energy: -2643.1836 Eh

```
103
C15H60BNO26 ωB97M-V with the def2-TZVPD basis set
C -5.61762 -16.87756 20.05311
C -5.20105 -16.91337 18.44929
C -6.01964 -17.83169 17.58012
C -7.50153 -17.48113 17.42301
N -8.39199 -18.50224 16.75733
C -8.05510 -18.53295 15.27312
C -9.14326 -17.58809 14.47890
C -10.16441 -17.34534 15.65217
C -9.88688 -18.31349 16.85046
C -8.05803 -19.93215 17.22057
C -8.37872 -20.23804 18.66622
C -8.16732 -21.81318 18.87526
H -5.24525 -15.97737 20.40629
H -5.28801 -17.76744 20.76164
H -6.64115 -16.90553 19.95741
H -4.24748 -17.19049 18.19230
H -5.27844 -15.92773 18.14376
H -5.83458 -18.78255 17.95382
H -5.60304 -17.90730 16.47064
H -7.47036 -16.46667 17.03994
H -7.95146 -17.14262 18.47628
H -8.34046 -19.50282 14.94309
H -7.02066 -18.45529 15.08153
H -9.57109 -18.10858 13.55477
H -8.44268 -16.81194 14.24079
H -11.14497 -17.56416 15.12668
H -10.35337 -16.28656 15.93918
H -10.29490 -19.41650 16.83579
H -10.17922 -17.86780 17.75617
H -6.99712 -20.15273 17.01316
H -8.82482 -20.56568 16.54806
H -9.44242 -20.07073 18.71022
H -7.59903 -19.61515 19.26638
H -8.44654 -22.05204 19.97917
H -7.13653 -21.91052 18.92155
H -8.60653 -22.36904 18.16339
O -4.00581 -12.16418 19.42604
C -5.05833 -12.53475 19.98452
O -5.92409 -13.33716 19.49579
B -7.16119 -12.91128 20.19540
O -6.74517 -12.00751 21.21324
C -5.56109 -11.83750 21.13207
O -4.90692 -11.08923 21.79682
O -7.64719 -14.20531 20.77137
C -8.73756 -14.46685 20.12734
O -9.43184 -15.52430 20.51448
C -9.11662 -13.41679 19.26081
O -8.23147 -12.42840 19.34403
O -10.02930 -13.55689 18.54617
O -4.79716 -10.65049 24.43223
H -4.21442 -11.43622 24.68134
H -4.93055 -10.55160 23.54197
O -7.48839 -10.38148 23.80121
H -7.69534 -10.08637 22.83262
H -6.66826 -10.80159 23.65869
O -2.66585 -14.55278 17.72105
H -2.71673 -13.97998 18.39505
H -3.17317 -14.23041 17.01989
O -12.28123 -12.95168 16.73117
H -12.86474 -12.37087 16.97333
H -11.40794 -12.46573 16.99485
O -9.71550 -11.30175 22.85906
H -9.26563 -11.21958 22.03386
H -9.97594 -10.52068 23.20467
O -6.75510 -9.22836 19.04928
H -6.72841 -8.35626 18.62223
H -7.09029 -9.99090 18.56833
O -1.40360 -10.87574 22.83567
H -2.28642 -10.22153 22.80380
H -0.51300 -10.40621 22.92371
O -4.56534 -10.71616 16.32651
H -4.06007 -10.46795 17.04362
H -4.43561 -9.87487 15.94747
O -6.65749 -11.20014 16.87241
H -6.67308 -12.15434 16.89191
H -5.83474 -10.92330 16.75159
O -7.79286 -9.74538 21.44185
H -8.17095 -8.94155 21.80821
H -7.28336 -9.48678 20.61355
O -9.89238 -11.59852 16.80159
H -9.12447 -11.83838 17.31294
H -9.52725 -11.12877 15.91139
O -2.61927 -9.98190 18.39021
H -2.57273 -10.74227 19.05054
H -1.99664 -9.35339 18.82011
O -10.52833 -10.16427 19.82739
H -9.57415 -10.31525 20.03893
H -10.70689 -9.83200 18.94403
O -5.67749 -7.63261 21.37182
H -6.06496 -8.44143 20.99977
H -6.09771 -7.72551 22.13201
O -10.20822 -17.46366 21.90502
H -10.67813 -16.76012 22.17875
H -9.64967 -16.81076 21.43780
O -11.85275 -14.84622 19.52579
H -11.66916 -14.06071 18.98735
H -10.93137 -15.15969 19.82274
O -11.55150 -13.14821 22.38800
H -10.75504 -12.69316 22.50509
H -11.42610 -13.52554 21.47980
O -6.62869 -15.26740 23.14899
H -5.88855 -15.52994 22.74658
H -6.95075 -14.81969 22.40200
```

=====

Entry 2:
Density functional theory data (ωB97M-V with the def2-TZVPD basis set) for a cluster of 2 separate species, C11H21FNO9S2 in total.

Properties
Energy above the lowest of the compared OMol25 structures with the same formula, charge and spin: 318.8 kJ/mol
Gap between HOMO and LUMO: 0.30108 hartree
HOMO: -5.64 eV
Charge: -1
Energy: -2059.8399 Eh

```
45
C11H21FNO9S2 ωB97M-V with the def2-TZVPD basis set
C -1.06617 -5.45496 -0.55267
C -1.81781 -4.29242 0.25195
F -3.18059 -4.74056 0.46953
S -1.85383 -2.66732 -0.68235
O -2.65894 -2.96783 -1.94774
O -2.65609 -1.59013 0.05096
N -0.31539 -2.15713 -1.21336
S 0.79709 -2.02553 0.09224
O 1.74367 -3.22376 0.05793
O -0.00178 -1.93377 1.36907
C 1.83885 -0.54305 -0.27510
C 2.15842 0.39052 0.98581
C 2.55621 -0.39827 2.33017
C 3.78326 0.25330 3.14046
O 3.36077 0.88688 4.40487
C 2.42125 1.91473 4.13218
O 1.29173 1.87123 4.67854
H 0.07835 -5.35709 -0.51095
H -1.42871 -5.57523 -1.62892
H -1.31047 -6.44394 -0.01171
H -1.37041 -4.11679 1.28400
H 1.32410 0.13145 -1.05942
H 2.81216 -0.90446 -0.77562
H 3.09007 1.01427 0.69404
H 1.32586 1.17636 1.14034
H 2.79638 -1.48812 2.07526
H 1.60330 -0.42244 2.98271
H 4.44573 0.94051 2.51279
H 4.44549 -0.63122 3.47283
H 2.67082 2.75993 3.39658
C -2.96962 2.91114 -0.02605
C -2.95813 1.92478 -1.17838
O -2.74417 2.59967 -2.42716
C -1.47571 2.94449 -2.68789
O -0.51874 2.72957 -1.98364
O -1.45375 3.59512 -3.86692
C -0.16881 4.09759 -4.22203
H -3.69246 3.71121 -0.21228
H -3.22685 2.40996 0.90876
H -1.99378 3.38743 0.09592
H -3.93187 1.43502 -1.24643
H -2.21338 1.13837 -1.02714
H 0.58860 3.31190 -4.18652
H 0.10287 4.92394 -3.56093
H -0.22751 4.47464 -5.24373
```